[1]
39
Properties=species:S:1:pos:R:3:forces:R:3 method="wB97M-V/def2-TZVPD" e_tot_ha=-2225.4213 lumo_ha=0.007 homo_ev=-11.159 smiles="O=S(=O)(O)C[C@@H]1CC[C@@H](CS(=O)(=O)O)[C@@H](CS(=O)(=O)O)C1" homo_lumo_gap_ev=11.36
O 1.329794 -1.061399 4.639966 -2.8255 -0.4788 -0.8917
S 0.079650 -1.773064 4.288848 2.6230 -2.0001 1.0566
O 0.293027 -3.202925 3.996674 -0.7903 2.2773 -0.2599
O -0.924260 -1.781813 5.583000 0.4631 0.9364 -1.6511
C -0.921937 -0.940306 3.031940 -0.8828 -1.1553 0.0617
C -0.487530 -1.283644 1.606775 0.2574 -0.7759 -0.5318
C 0.994849 -1.051462 1.327467 0.1042 0.1449 0.5394
C 1.350449 0.420167 1.271820 0.9364 -0.1098 0.0781
C 0.597045 1.138039 0.159337 0.6102 -0.9472 0.0736
C 1.060578 0.539613 -1.195025 0.7285 0.8415 0.6099
S 1.132229 1.723956 -2.555005 0.7716 3.5133 -1.3193
O 2.202804 1.395485 -3.462529 -0.1257 -0.6970 0.5903
O 1.088846 3.175793 -2.227314 -0.4239 -3.4550 0.6061
O -0.215014 1.387437 -3.385027 0.6730 0.0227 0.0939
C -0.907209 0.933926 0.447031 -0.5302 1.1055 -0.2770
C -1.704401 1.763184 -0.613923 0.2201 -0.0080 1.3192
S -3.269399 2.383671 0.040334 -3.1397 -0.0885 -0.6943
O -3.894555 3.278778 -0.917864 1.3833 -0.2141 0.8098
O -4.170784 1.297483 0.425268 1.9844 0.7009 0.1828
O -2.905556 3.259183 1.404360 1.3115 -1.7506 -1.7704
C -1.355257 -0.550607 0.553552 0.3541 0.6970 1.0524
H -0.403977 -2.345908 6.157344 0.0227 -0.4599 0.8694
H -0.884810 0.098722 3.249129 0.1348 0.9560 0.3283
H -1.975714 -1.290948 3.147072 0.8181 0.2002 0.2816
H -0.658856 -2.358226 1.474069 -0.0973 0.0978 0.1359
H 1.259182 -1.497518 0.368804 -0.0765 -0.2034 -0.0662
H 1.618201 -1.547177 2.075827 -0.0925 -0.0469 -0.0702
H 2.449280 0.490248 1.187758 -0.3480 0.1837 -0.3886
H 1.156233 0.962375 2.187848 -0.3078 -0.1372 0.5266
H 0.931827 2.178725 0.235186 -0.6062 0.0474 -0.3620
H 0.459646 -0.281431 -1.532349 -0.4260 -0.3046 -0.3492
H 2.097379 0.137374 -1.087498 -0.6480 0.6199 -0.3536
H 0.129178 1.555957 -4.292198 -0.6438 -0.2230 0.2418
H -1.071073 1.425421 1.426258 0.0060 -0.2402 -0.3557
H -1.982760 1.129122 -1.454918 -0.3378 0.1963 -0.0747
H -1.117202 2.621443 -0.983549 -0.4278 -0.1847 0.2319
H -3.721996 3.716996 1.550537 -1.0261 0.7958 0.3745
H -1.241336 -1.049399 -0.394920 0.1138 -0.2257 -0.4613
H -2.415607 -0.650036 0.830874 0.2397 0.3695 -0.1871

---

[2]
89
Properties=species:S:1:pos:R:3:forces:R:3 method="wB97M-V/def2-TZVPD" e_tot_ha=-6359.8924 lumo_ha="-0.115 / -0.212" homo_ev="-10.120 / -10.113" multiplicity=6 homo_lumo_gap_ev="7.00 / 4.35" total_charge=+1
Ru 0.460733 0.374845 0.332633 0.0989 -0.4728 0.3585
N 2.306966 -2.600572 -0.013843 -0.0603 -0.0592 0.0382
C 1.911098 -2.225709 1.247148 0.0964 0.0077 -0.1290
N 2.115479 -2.926573 2.330640 0.0055 -0.0302 0.0903
N 1.591434 -2.168684 3.329831 0.0458 0.0631 -0.0678
N 1.112178 -1.075591 2.880910 -0.0314 -0.0751 -0.0074
N 1.296374 -1.063893 1.526312 -0.0547 0.2633 -0.0459
C 2.035737 -1.877883 -1.131022 0.0681 -0.0283 0.0577
N 2.379221 -2.208793 -2.360743 -0.0132 0.0145 -0.1206
N 1.899905 -1.216352 -3.136250 0.0573 -0.0500 0.1091
N 1.309931 -0.338887 -2.424426 0.0280 0.0843 0.0419
N 1.375809 -0.708028 -1.119878 -0.1081 0.0262 0.0005
H 2.774014 -3.487678 -0.121156 0.0133 -0.0001 0.0131
S -2.138479 -2.893556 6.258883 -0.0305 -0.0429 -0.0087
C -2.034209 -2.520506 4.678953 0.1234 0.0817 -0.0741
S -2.247311 -0.892513 4.040197 -0.0847 0.0510 0.0662
C -1.904952 -1.500152 2.466187 0.1730 -0.1393 -0.1881
N -1.650179 -2.754595 2.382724 -0.0525 -0.0667 0.2018
N -1.744630 -3.331479 3.607112 0.0624 -0.0478 -0.0266
C -1.466933 -4.740288 3.709256 -0.0130 0.0559 -0.0203
C -0.238330 -5.214168 3.283647 0.0061 0.0169 0.0350
C 0.017035 -6.574450 3.368590 -0.0069 -0.0072 0.0002
C -0.943959 -7.435247 3.879413 0.0040 0.0047 -0.0077
C -2.167587 -6.939101 4.307888 -0.0158 0.0085 0.0041
C -2.437607 -5.582134 4.222273 -0.0373 -0.0378 0.0214
S -2.007518 -0.612168 0.954660 -0.0876 0.1892 -0.1763
H 0.511809 -4.529066 2.913728 -0.0255 -0.0448 -0.0040
H 0.976251 -6.958169 3.046977 -0.0089 0.0058 -0.0001
H -0.736918 -8.495171 3.948420 -0.0068 0.0104 0.0067
H -2.914827 -7.608922 4.711543 0.0001 0.0026 -0.0034
H -3.381939 -5.178165 4.562113 0.0150 -0.0157 -0.0133
C -3.264008 1.252874 -2.983886 -0.1094 0.0458 0.0054
Si -1.505819 1.117764 -3.583023 0.1394 0.0236 0.0772
C -1.139262 -0.620820 -4.094460 -0.0763 -0.0767 -0.0596
C -1.070132 2.328389 -4.923918 -0.0164 0.0402 -0.0946
Ge -0.017452 1.762520 -1.703081 -0.0593 0.1520 -0.1860
Si 2.303668 2.667265 -1.269593 -0.0138 0.0047 0.0007
C 3.569577 1.576555 -2.074416 0.0268 -0.0584 -0.0181
C 2.653739 2.831685 0.565530 0.0551 0.1005 0.0770
C 2.372252 4.337468 -2.098907 0.0476 0.0134 -0.0694
Si -1.360956 4.053271 -0.921038 0.0384 -0.1633 0.0126
C -1.197830 5.189803 -2.378246 0.0123 0.0874 -0.0625
C -3.128180 3.719687 -0.526823 -0.1228 0.0423 0.0890
C -0.405110 4.620664 0.566250 -0.0066 0.0727 0.0583
H -3.843233 0.462833 -3.469512 -0.0009 0.0268 -0.0005
H -3.713402 2.207673 -3.260707 0.0001 -0.0018 0.0295
H -3.371029 1.122210 -1.906121 0.0079 -0.0177 0.0025
H -1.869013 -0.848297 -4.880479 0.0151 -0.0416 0.0154
H -1.287737 -1.338740 -3.286048 0.0140 0.0086 -0.0076
H -0.138824 -0.754443 -4.499668 -0.0400 0.0166 -0.0095
H -1.674685 2.088414 -5.804986 0.0224 0.0266 0.0117
H -0.021636 2.238945 -5.214640 -0.0117 -0.0007 0.0120
H -1.272300 3.364959 -4.654207 0.0102 -0.0179 0.0005
H 3.720947 0.632348 -1.551501 -0.0027 0.0044 -0.0157
H 4.506634 2.142740 -2.025786 0.0029 -0.0400 -0.0054
H 3.353064 1.364873 -3.120567 0.0077 0.0042 0.0125
H 2.281608 2.060862 1.246728 -0.0403 -0.0884 -0.0586
H 2.299966 3.789840 0.946658 0.0021 -0.0177 0.0130
H 3.742932 2.812462 0.676221 -0.0066 0.0386 -0.0164
H 2.108653 4.268377 -3.156452 -0.0083 0.0083 0.0215
H 3.416320 4.666393 -2.050613 -0.0338 0.0012 0.0165
H 1.764598 5.107766 -1.631563 -0.0567 0.0259 0.0334
H -1.957189 4.976101 -3.131161 0.0264 -0.0123 0.0009
H -0.216334 5.205000 -2.849609 -0.0284 -0.0191 0.0097
H -1.395588 6.199072 -1.994777 0.0135 -0.0219 -0.0343
H -3.723840 3.481008 -1.403828 -0.0130 -0.0218 -0.0207
H -3.489913 4.681528 -0.132986 -0.0080 -0.0311 -0.0013
H -3.299263 2.977136 0.255603 0.0132 -0.0336 -0.0279
H 0.507547 5.150671 0.303620 0.0530 0.0118 -0.0236
H -0.166342 3.838254 1.285557 -0.0157 -0.0332 -0.0112
H -1.073342 5.325705 1.075599 0.0363 -0.0038 -0.0184
N -5.320352 0.562766 2.014458 0.0348 -0.0864 -0.0586
C -4.585233 1.671981 2.094114 -0.0152 -0.0663 0.0333
S -1.307468 1.248528 1.454725 -0.0231 0.2133 0.0640
N -5.216632 2.663745 2.730690 0.0563 0.1225 0.0013
C -4.659023 3.948360 2.951025 -0.0352 -0.0558 -0.0030
C -5.512433 5.033143 3.105968 -0.0205 0.0423 -0.0238
C -4.995389 6.299706 3.336113 -0.0198 -0.0093 0.0020
C -3.624361 6.493427 3.413310 0.0064 -0.0240 -0.0170
C -2.776464 5.403153 3.267473 -0.0017 0.0131 0.0077
C -3.284464 4.133025 3.039399 -0.0078 -0.0053 0.0304
H -4.946253 -0.241380 1.541606 -0.0359 0.0575 0.0507
H -6.242883 0.448382 2.424266 0.0005 0.0152 -0.0109
H -6.176779 2.559489 3.052868 0.0018 0.0075 -0.0042
H -6.584887 4.888553 3.040005 0.0115 -0.0018 0.0037
H -5.669878 7.136973 3.457864 -0.0003 -0.0080 -0.0018
H -3.221445 7.478812 3.604333 -0.0020 -0.0034 0.0028
H -1.706072 5.539322 3.364858 -0.0050 -0.0117 0.0193
H -2.634432 3.273466 2.962157 0.0213 -0.0215 -0.0053

---

Max |F| per entry: 0.0745, 0.0117 Eh/bohr
Energy above the lowest of the compared OMol25 structures with the same formula, charge and spin per entry: 2.1, 69.6 kcal per mole